Entry P
Density functional theory data (ωB97M-V/def2-TZVPD) for a structure of composition H31O16.

Each line ends with the natural charge from an NBO analysis.
Geometry (Å):
O -1.6924 -1.9825 1.1976  -1.138
H -1.4206 -2.7329 0.7353  0.455
H -0.4927 -5.0488 -3.6813  0.463
O -1.4314 5.8328 -1.4595  -0.972
H -1.7874 5.3886 -2.2393  0.492
H -0.8381 -1.1111 1.2839  0.474
O 4.6720 -0.7883 1.6490  -0.940
H 5.0597 -0.7396 0.8693  0.480
H 3.8099 -0.6083 1.8051  0.468
O -0.7720 3.2214 -1.9424  -0.962
H -0.6708 2.9267 -1.0363  0.487
H -0.4038 2.3846 -2.3162  0.483
O -0.9734 -1.5023 4.1618  -0.940
H -0.9419 -1.2418 3.1964  0.499
H 3.7840 -3.0161 2.1637  0.470
O -2.0759 0.6075 4.8909  -0.989
H -2.3969 1.4230 4.5013  0.474
H -1.7466 -0.0653 4.4289  0.482
O 2.9474 1.0733 -4.5027  -0.964
H 2.3175 1.4956 -5.0894  0.462
H 2.3092 0.7979 -3.6527  0.497
O -3.1654 -0.3642 -0.1159  -0.971
H -3.4065 -1.1415 0.3942  0.498
H -2.3260 -0.7021 -0.2974  0.469
O 0.3423 -0.6405 1.4875  -1.147
H 0.7372 -1.1646 2.1288  0.423
O -2.4915 1.9657 0.5937  -0.998
H -2.0758 1.0751 0.8598  0.490
H -3.1243 1.6431 -0.1347  0.499
O -0.6697 -4.5849 -2.8295  -0.931
H -0.6141 -3.7175 -2.9010  0.468
H -0.0027 -1.3589 4.2329  0.460
O 2.8863 -3.1104 2.4708  -0.942
H -2.2152 2.0471 -2.0799  0.480
H 2.3938 -2.6008 1.7596  0.469
O 0.7132 0.4304 -2.1310  -0.999
H 1.3312 0.5429 -1.3874  0.500
H -0.0331 -0.0369 -1.6476  0.504
O 2.7268 1.0576 0.5046  -0.935
H 3.1685 0.7379 1.4120  0.459
H 2.6916 1.9826 0.5919  0.469
O 0.4358 -2.3709 -0.5377  -0.998
H 1.3347 -2.1937 -0.6259  0.461
H 0.0230 -1.9339 0.1954  0.502
O -2.8180 1.5852 -2.5924  -0.958
H -0.6649 5.4595 -1.0545  0.481
H -2.4330 1.0791 -3.2598  0.461

Gap between HOMO and LUMO in eV: 8.57
Molecular weight in g/mol: 287.23
Charge: -1
LUMO level in eV: 2.1

=====

Entry Q
Density functional theory data (ωB97M-V/def2-TZVPD) for a structure of composition H31O16.

Each line ends with the natural charge from an NBO analysis.
Geometry (Å):
O -1.5589 0.3620 -5.7051  -0.935
H -2.2593 -1.4164 -1.0066  0.486
H -2.7972 0.6867 4.5385  0.481
O -3.8038 2.9025 -3.0301  -0.964
H -2.1381 1.0580 -5.3790  0.475
H -0.8376 0.8549 -6.1090  0.460
O 5.4647 1.0834 1.1074  -0.946
H -3.0196 2.5982 -2.5332  0.498
H -4.1922 0.4166 3.7161  0.478
O -3.2612 0.2471 3.8294  -0.958
H -0.6144 -2.8414 3.1844  0.495
H -4.3178 3.0916 -2.2325  0.455
O -3.0233 -0.8139 -0.9243  -0.968
H -1.9971 -2.6867 -1.9749  0.475
H 0.3928 -1.8636 -1.4525  0.469
O 3.1196 0.8788 -1.1756  -0.971
H 1.9298 -1.0624 0.1674  0.517
H 0.8326 2.0039 1.3370  0.496
O 2.5826 3.8680 -0.9354  -0.934
H 2.6161 4.6999 -0.4570  0.471
H 2.0333 3.2660 -0.4350  0.462
O -1.4708 2.3775 -1.4102  -0.964
H -0.9537 2.9235 -0.8050  0.467
H 5.3341 0.8325 0.1861  0.481
O -2.3170 -3.1599 1.5935  -0.964
H -1.9960 -2.3386 1.1978  0.489
O -2.1666 -3.6160 -1.8012  -0.960
H -3.7954 -1.3776 -1.0093  0.459
H -1.5790 -3.6443 -1.0293  0.480
O 2.7792 -1.4696 -0.0634  -1.032
H 4.5847 1.2241 1.4536  0.466
H 3.6207 -1.0336 -0.0232  0.492
O -0.4223 -1.6138 -1.0041  -1.138
H 0.0655 -1.4149 3.4361  0.477
H 2.0360 1.9031 2.3300  0.467
O 3.0486 -1.9448 2.6061  -0.993
H 0.2429 -0.2891 1.1681  0.441
H 2.7028 0.5884 -1.9791  0.493
O 1.1471 2.2430 2.2225  -0.972
H -0.0118 -0.6549 -0.5160  0.494
H 2.8170 -2.3113 3.4569  0.476
O -0.1476 -2.2731 3.7982  -0.972
H -3.0346 -3.4151 1.0047  0.475
H -1.2714 1.5492 -0.9342  0.507
O 0.5220 0.1314 0.3492  -1.189
H 2.4493 -2.0473 1.8620  0.504
H 2.6655 1.4978 -0.6199  0.477

Gap between HOMO and LUMO in eV: 8.88
Molecular weight in g/mol: 287.23
Charge: -1
LUMO level in eV: 2.4

=====

We find entry Q to be the most stable, with the next structure 281.1 kJ/mol higher.

=====

Entry P
Density functional theory data (ωB97M-V/def2-TZVPD) for a cluster of 2 separate species, CHF2N in total.

Each line ends with the natural charge from an NBO analysis.
Geometry (Å):
C -1.5947 0.0113 0.1598  0.271
N 1.8823 0.0566 0.5086  0.193
F -2.4225 0.8382 -0.4093  -0.308
F 2.8329 -0.7834 0.1493  -0.192
H -0.6979 -0.1227 -0.4085  0.037

Gap between HOMO and LUMO (alpha / beta) in eV: 8.18 / 8.11
Molecular weight in g/mol: 65.02
LUMO level (alpha / beta) in eV: -1.1 / -1.2

=====

Entry Q
Density functional theory data (ωB97M-V/def2-TZVPD) for an isolated molecule of CHF2N.

Each line ends with the natural charge from an NBO analysis.
Geometry (Å):
F -1.4303 1.1509 0.0518  -0.305
C -0.6157 0.0892 0.1044  0.308
N 1.1612 0.4697 0.0720  0.068
F 1.6903 -0.7702 0.0656  -0.237
H -0.8055 -0.9397 -0.2939  0.166

Gap between HOMO and LUMO (alpha / beta) in eV: 9.23 / 10.52
Molecular weight in g/mol: 65.02
LUMO level (alpha / beta) in eV: -0.4 / -0.3
SMILES: F/C=N/F

=====

We find entry Q to be the most stable, with the next structure 243.4 kJ/mol higher.

=====

Entry P
Density functional theory data (ωB97M-V/def2-TZVPD) for the ion C6H8N3O with charge +1.

Each line ends with the natural charge from an NBO analysis.
Geometry (Å):
C -1.6390 -2.3209 -2.0106  -0.092
C -1.9099 -2.5993 -0.7100  0.108
C -0.8145 -0.7913 -0.7856  0.354
C 0.3152 1.7962 1.5349  0.043
C 2.4604 1.4623 0.5068  -0.156
C -0.1263 0.3556 -0.3492  0.032
N -0.8897 -1.2055 -2.0188  -0.373
N -0.3220 0.8717 0.8017  -0.418
N 1.6372 2.0203 1.3625  -0.416
O -1.4151 -1.6157 0.0971  -0.399
H -1.7162 -2.9988 -2.9201  0.257
H -2.2461 -3.5343 -0.2919  0.234
H -0.2440 2.3703 2.3243  0.247
H 3.4742 1.7242 0.3832  0.233
H 2.0933 0.4011 0.0747  0.203
H 0.4331 0.8802 -1.1263  0.257
H -1.1232 0.4144 1.2126  0.439
H 2.0326 2.7696 1.9147  0.447

Gap between HOMO and LUMO (alpha / beta) in eV: 6.53 / 6.85
Molecular weight in g/mol: 138.15
Charge: +1
LUMO level (alpha / beta) in eV: -5.0 / -5.0

=====

Entry Q
Density functional theory data (ωB97M-V/def2-TZVPD) for the ion C6H8N3O with charge +1.

Each line ends with the natural charge from an NBO analysis.
Geometry (Å):
C -0.2305 -3.4417 -0.4215  -0.215
C 0.0378 -2.3628 0.0534  0.042
C 2.1188 0.5546 0.0560  -0.276
C 2.3916 -0.6835 0.2777  0.170
C -1.5135 0.0980 0.2001  0.790
C 0.7137 1.0780 0.1507  -0.244
N -0.2040 -0.0533 0.3129  -0.239
N -2.0828 1.2797 -0.0364  -0.770
N 0.3441 -1.2685 0.7225  -0.347
O -2.3482 -0.9043 0.3356  -0.612
H -0.4434 -4.3769 -0.8461  0.260
H 2.8718 1.2947 -0.1944  0.290
H 3.0434 -1.5133 0.3641  0.256
H 0.6442 1.7569 1.0106  0.241
H 0.4618 1.6228 -0.7649  0.239
H -1.5758 2.1456 -0.0614  0.425
H -3.0896 1.3047 -0.0876  0.445
H -1.9199 -1.7752 0.4601  0.544

Gap between HOMO and LUMO (alpha / beta) in eV: 7.82 / 7.81
Molecular weight in g/mol: 138.15
Charge: +1
LUMO level (alpha / beta) in eV: -4.6 / -4.6

=====

We find entry P to be the most stable, with the next structure 199.1 kJ/mol higher.

=====

Entry P
Density functional theory data (ωB97M-V/def2-TZVPD) for a cluster of 2 separate species, CH3NOSi in total.

Each line ends with the natural charge from an NBO analysis.
Geometry (Å):
C 1.6063 0.4710 0.3528  -0.195
N 2.7348 0.4109 0.3659  -0.265
O -1.0808 -1.0389 -0.1096  -1.124
Si -0.2787 0.2222 0.4744  1.400
H -1.3414 -1.5210 -0.8891  0.542
H -0.7710 1.3187 -1.9419  -0.173
H -0.8692 0.1373 1.7474  -0.184

Gap between HOMO and LUMO (alpha / beta) in eV: 9.11 / 7.27
Molecular weight in g/mol: 73.13
LUMO level (alpha / beta) in eV: -1.1 / -1.2

=====

Entry Q
Density functional theory data (ωB97M-V/def2-TZVPD) for a cluster of 2 separate species, CH3NOSi in total.

Each line ends with the natural charge from an NBO analysis.
Geometry (Å):
C 0.4893 2.1247 -0.2888  0.421
N 0.6340 3.1480 0.1716  -0.419
O -0.1075 -0.0255 -1.1156  -0.691
Si -0.2271 -0.9975 0.0998  1.184
H 0.9593 -1.1263 0.9517  -0.188
H -1.4275 -0.8985 0.9337  -0.193
H -0.3205 -2.2250 -0.7524  -0.115

Gap between HOMO and LUMO (alpha / beta) in eV: 8.22 / 8.43
Molecular weight in g/mol: 73.13
LUMO level (alpha / beta) in eV: -3.9 / -3.4

=====

We find entry P to be the most stable, with the next structure 222.0 kJ/mol higher.

=====

Entry P
Density functional theory data (ωB97M-V/def2-TZVPD) for a cluster of 2 separate species, C4H14N in total.

Each line ends with the Löwdin spin population.
Geometry (Å):
C -1.4448 -0.3389 2.0105  0.281
C -0.3337 -0.3215 0.8035  0.257
C -0.6727 -1.6346 0.1453  0.231
N -0.4847 0.8609 -0.1047  0.008
H -1.0714 0.5247 2.6068  0.070
H -2.4426 -0.2335 1.5948  0.005
H -1.3812 -1.2547 2.5938  0.004
H 0.6646 -0.2240 1.2292  0.003
H -1.6428 -1.7209 -0.3505  0.009
H -0.5320 -2.4772 0.8193  0.004
H 0.1355 -1.6435 -0.6682  0.114
H -0.4188 1.7447 0.4174  0.003
H 0.2854 0.8813 -0.8159  0.004
H -1.3846 0.8706 -0.6035  0.000
C 2.1236 0.9993 -1.9304  0.004
H 2.8475 0.4256 -2.5017  0.001
H 2.3841 2.0520 -1.9899  0.000
H 2.2355 0.6658 -0.8897  0.000
H 1.1332 0.8239 -2.3660  0.002

Gap between HOMO and LUMO (alpha / beta) in eV: 13.09 / 5.55
Spin multiplicity: 2
Molecular weight in g/mol: 76.16
Charge: +2
LUMO level (alpha / beta) in eV: -7.8 / -15.4

=====

Entry Q
Density functional theory data (ωB97M-V/def2-TZVPD) for a cluster of 2 separate species, C4H14N in total.

Each line ends with the Löwdin spin population.
Geometry (Å):
C 0.5035 -2.0542 0.5979  0.265
C -0.6712 -2.2665 -0.2628  0.298
H 1.2053 -1.4495 -0.0157  0.073
H 0.3033 -1.5329 1.5457  0.021
H 1.0573 -2.9964 0.9426  0.108
H -1.2444 -3.1209 0.2709  0.156
H -1.4337 -1.5032 0.0021  0.065
H -0.3233 -2.4663 -1.2702  0.001
C 0.3706 1.6415 -0.7361  0.003
C 0.8516 2.3092 0.5546  0.001
N -0.9472 0.9039 -0.4296  0.005
H 0.1591 2.2752 -1.5954  0.000
H 1.0557 0.8849 -1.1199  0.001
H 1.4001 1.5316 1.0900  0.000
H -0.0356 2.5181 1.1506  0.000
H -1.7671 1.5130 -0.3638  0.000
H -1.1709 0.2290 -1.1632  0.002
H -0.8016 0.4238 0.4566  0.001
H 1.4885 3.1596 0.3456  0.000

Gap between HOMO and LUMO (alpha / beta) in eV: 13.04 / 5.15
Spin multiplicity: 2
Molecular weight in g/mol: 76.16
Charge: +2
LUMO level (alpha / beta) in eV: -7.7 / -15.5

=====

We find entry P to be the most stable, with the next structure 21.1 kJ/mol higher.

=====

Entry P
Density functional theory data (ωB97M-V/def2-TZVPD) for a structure of composition C15H18N2O2S.

Each line ends with the natural charge from an NBO analysis.
Geometry (Å):
C 3.8386 1.2635 -3.5912  -0.229
H 4.6878 1.7357 -3.7869  0.192
O 3.3620 1.7110 -2.2866  -0.479
C 2.2997 1.4375 -1.7345  0.311
C 1.3534 0.7827 -2.3163  -0.279
C 0.3400 0.2628 -1.6847  0.291
C 0.2220 0.7497 -0.3944  -0.250
C 0.8424 1.6292 0.0858  -0.205
C 2.0356 1.9617 -0.5929  -0.294
H 2.8155 2.6033 -0.0118  0.208
H 0.7046 1.8071 1.0060  0.205
H -0.9600 0.4896 -0.0357  0.176
O -0.6105 -0.4060 -2.3356  -0.531
C -1.7514 -1.2990 -1.8300  -0.094
C -1.5120 -2.5050 -1.2861  -0.423
H -0.6171 -3.1254 -1.9585  0.211
C -0.6810 -2.4857 0.2562  -0.338
C -1.6890 -2.3293 1.2575  -0.617
H -2.4855 -1.4740 1.1239  0.287
H -2.4043 -3.2656 1.3028  0.243
S -1.0249 -2.1340 2.8110  0.519
C -0.9167 -0.6261 3.0825  0.096
N -1.7221 0.1741 2.2964  -0.522
C -1.6124 1.4597 2.6015  -0.027
C -1.3893 2.1159 3.5947  -0.310
C -0.5305 1.1664 4.6152  0.126
N -0.3598 0.0545 4.3723  -0.422
H -0.0648 1.3818 5.4082  0.173
H -1.0258 3.1447 3.9574  0.244
H -2.2457 2.1883 1.9905  0.181
H -0.0862 -1.8696 0.1158  0.179
H -0.3578 -3.4396 0.2636  0.204
H -2.3728 -3.2140 -1.1833  0.241
H -2.3882 -1.1937 -2.6201  0.214
H -2.1438 -0.4969 -1.0663  0.193
H 1.4720 -0.0468 -3.3995  0.170
H 3.7338 0.3193 -3.7066  0.180
H 3.2442 1.4724 -4.3202  0.177

Gap between HOMO and LUMO in eV: 8.21
Molecular weight in g/mol: 290.39
LUMO level in eV: 0.4

=====

Entry Q
Density functional theory data (ωB97M-V/def2-TZVPD) for an isolated molecule of C15H18N2O2S.

Each line ends with the natural charge from an NBO analysis.
Geometry (Å):
C 0.9025 3.3025 2.0995  -0.263
O 1.2166 2.6470 0.8814  -0.338
N 1.4682 1.2881 1.0352  -0.167
C 0.5246 0.4316 0.5403  0.289
S -0.8723 1.2238 -0.1234  0.271
C -1.8584 -0.2516 -0.6172  -0.310
C -1.3831 -0.7801 -1.9628  -0.419
C -1.6816 0.2096 -3.0843  -0.406
C -3.1709 0.5380 -3.1233  -0.398
C -3.6187 1.1143 -1.7838  -0.401
C -3.3316 0.1297 -0.6537  -0.415
N 0.6344 -0.8478 0.5529  -0.555
C 1.7660 -1.3934 1.0948  0.261
C 1.9086 -2.7854 1.1089  -0.244
C 3.0391 -3.3541 1.6483  -0.173
C 4.0516 -2.5594 2.1850  -0.236
C 3.9277 -1.1887 2.1793  -0.137
C 2.7881 -0.5922 1.6368  -0.230
C 2.6594 0.8623 1.6273  0.639
O 3.4520 1.6575 2.0805  -0.591
H 0.6872 4.3266 1.8054  0.205
H 1.7523 3.2810 2.7849  0.207
H 0.0212 2.8581 2.5716  0.179
H -1.6604 -0.9856 0.1664  0.255
H -1.9017 -1.7227 -2.1571  0.204
H -0.3139 -0.9928 -1.9115  0.227
H -1.1150 1.1281 -2.9165  0.206
H -1.3636 -0.2118 -4.0397  0.211
H -3.7397 -0.3702 -3.3375  0.192
H -3.3719 1.2553 -3.9209  0.209
H -3.0794 2.0446 -1.5910  0.198
H -4.6860 1.3419 -1.8098  0.211
H -3.9152 -0.7821 -0.8052  0.210
H -3.6266 0.5635 0.3039  0.216
H 1.1181 -3.3867 0.6886  0.224
H 3.1453 -4.4290 1.6562  0.216
H 4.9319 -3.0222 2.6042  0.217
H 4.6951 -0.5476 2.5863  0.235

Gap between HOMO and LUMO in eV: 8.98
Molecular weight in g/mol: 290.39
LUMO level in eV: 0.6
SMILES: COn1c(SC2CCCCC2)nc2ccccc2c1=O

=====

We find entry Q to be the most stable, with the next structure 1656.6 kJ/mol higher.